Record 1
Formula: C30H55B5F20N10Zn
Source: the OMol25 dataset
Level of theory: ωB97M-V with the def2-TZVPD basis set

Values from the calculation:
- DFT total energy: -5625.24498 a.u.
- Total charge: +2

Geometry as XYZ:
```
121
Properties=species:S:1:pos:R:3:lowdin_charge:R:1
Zn -6.86 18.84 1.56 0.875
C -16.34 23.26 -0.23 -0.053
C -15.64 22.08 0.44 -0.180
N -14.27 22.34 0.79 -0.054
C -13.89 23.13 1.84 -0.012
C -12.54 23.04 1.99 0.007
N -12.09 22.29 0.95 -0.080
C -13.14 21.86 0.21 0.023
C -10.69 22.05 0.59 0.041
H -17.43 23.25 -0.20 0.090
H -16.12 23.29 -1.30 0.085
H -16.08 24.23 0.20 0.081
H -15.81 21.22 -0.22 0.131
H -16.11 21.70 1.35 0.129
H -14.57 23.70 2.44 0.150
H -11.93 23.42 2.79 0.152
H -13.13 21.23 -0.66 0.170
H -10.38 22.69 -0.23 0.112
H -10.47 21.01 0.38 0.098
H -10.08 22.32 1.45 0.111
C -8.65 13.45 7.39 -0.072
C -8.77 14.54 6.35 -0.181
N -8.95 14.10 5.00 -0.031
C -8.92 14.98 3.95 -0.005
C -8.96 14.29 2.77 0.003
N -9.20 12.97 3.13 -0.059
C -9.13 12.88 4.45 -0.002
C -9.56 11.88 2.22 0.034
H -8.40 13.84 8.37 0.090
H -7.88 12.73 7.10 0.085
H -9.60 12.96 7.62 0.083
H -7.84 15.12 6.39 0.143
H -9.56 15.22 6.66 0.136
H -8.97 16.05 4.09 0.140
H -9.13 14.69 1.79 0.115
H -9.09 11.97 5.03 0.166
H -9.40 12.15 1.18 0.093
H -10.60 11.60 2.39 0.111
H -8.96 11.04 2.56 0.104
C -5.66 13.96 1.23 -0.026
C -5.23 14.71 -0.06 -0.124
N -5.80 14.17 -1.28 -0.012
C -7.13 13.91 -1.62 0.025
C -7.12 13.14 -2.76 0.014
N -5.80 13.07 -3.16 -0.109
C -5.04 13.69 -2.26 -0.018
C -5.32 12.37 -4.34 0.021
H -4.98 13.12 1.36 0.081
H -6.66 13.53 1.25 0.052
H -5.52 14.71 2.01 0.075
H -4.16 14.48 -0.03 0.130
H -5.31 15.80 0.01 0.105
H -7.93 14.24 -0.98 0.114
H -7.94 12.69 -3.28 0.138
H -3.96 13.73 -2.32 0.174
H -5.06 11.37 -4.00 0.110
H -4.36 12.80 -4.63 0.102
H -6.07 12.45 -5.11 0.105
C -16.79 16.84 4.53 -0.060
C -15.69 17.83 4.17 -0.166
N -14.45 17.27 3.61 -0.042
C -13.86 16.06 3.92 0.015
C -12.68 15.96 3.24 0.009
N -12.54 17.14 2.55 -0.051
C -13.59 17.90 2.79 -0.031
C -11.34 17.51 1.80 0.039
H -16.52 16.47 5.53 0.084
H -16.80 15.94 3.93 0.090
H -17.75 17.30 4.75 0.091
H -15.43 18.59 4.91 0.133
H -16.02 18.43 3.32 0.117
H -14.44 15.39 4.52 0.135
H -11.87 15.26 3.39 0.121
H -13.74 18.87 2.35 0.157
H -10.59 16.76 1.99 0.086
H -10.89 18.47 2.05 0.098
H -11.61 17.53 0.74 0.116
C -6.97 18.18 -3.69 -0.051
C -8.21 19.07 -3.87 -0.124
N -7.88 20.34 -4.55 -0.048
C -8.07 20.54 -5.89 0.002
C -7.41 21.68 -6.20 -0.005
N -6.83 22.18 -5.04 -0.078
C -7.22 21.38 -4.03 0.005
C -6.13 23.49 -4.90 0.051
H -6.30 18.66 -2.98 0.082
H -6.42 17.77 -4.55 0.081
H -7.09 17.21 -3.20 0.069
H -8.58 19.36 -2.88 0.120
H -8.98 18.55 -4.42 0.127
H -8.60 19.83 -6.51 0.139
H -7.30 22.28 -7.09 0.138
H -6.93 21.41 -2.99 0.161
H -5.31 23.53 -5.61 0.106
H -6.10 23.83 -3.88 0.108
H -6.92 24.10 -5.36 0.100
B -7.90 17.48 -0.04 -1.318
F -8.30 16.58 -1.03 0.148
F -6.67 18.00 -0.38 0.174
F -8.80 18.56 0.16 0.124
F -7.76 16.85 1.21 0.134
B -4.17 17.43 1.97 -1.197
F -4.26 17.67 0.57 0.082
F -3.40 16.29 2.12 0.142
F -3.58 18.44 2.70 0.167
F -5.60 17.32 2.26 0.064
B -6.84 20.97 0.34 -1.260
F -7.46 20.80 -0.90 0.129
F -5.76 20.10 0.46 0.176
F -6.45 22.31 0.46 0.154
F -7.66 20.69 1.44 0.138
B -11.38 14.08 0.01 -1.246
F -10.18 14.73 -0.28 0.102
F -11.27 12.71 -0.01 0.138
F -11.84 14.46 1.33 0.041
F -12.41 14.60 -0.82 0.084
B -7.30 19.15 4.09 -1.244
F -7.94 20.20 4.69 0.166
F -6.21 19.67 3.31 0.123
F -6.68 18.29 5.00 0.137
F -8.14 18.52 3.17 0.135
```

Record 2
Formula: C30H55BrCl32OP
Source: the OMol25 dataset
Level of theory: ωB97M-V with the def2-TZVPD basis set

Values from the calculation:
- DFT total energy: -18892.49022 a.u.
- Total charge: +1

Geometry as XYZ:
```
120
Properties=species:S:1:pos:R:3:lowdin_charge:R:1
C 1.96 -2.25 2.23 -0.135
C 0.66 -1.51 1.89 -0.346
C -0.61 -2.05 2.12 -0.163
C -1.72 -1.29 1.78 -0.113
C -1.60 -0.02 1.21 -0.237
C -2.91 0.75 0.91 -0.331
C -3.00 1.41 -0.49 -0.087
C -3.15 1.80 2.03 -0.046
C -0.33 0.52 0.97 -0.345
O -0.20 1.78 0.40 -0.137
C 0.47 2.69 1.23 -0.318
P 2.32 2.69 1.07 1.121
C 3.00 2.55 -0.62 -0.366
C 2.62 1.27 -1.41 -0.747
C 3.82 0.95 -2.34 -0.150
Br 1.11 1.55 -2.62 0.734
C 0.77 -0.25 1.34 -0.048
H 1.69 -3.26 2.56 0.073
H 2.50 -2.38 1.29 0.032
H 2.54 -1.72 2.98 0.047
H -0.66 -3.05 2.54 0.106
H -2.70 -1.73 1.96 -0.039
H -3.71 0.01 0.97 0.099
H -4.06 1.50 -0.75 0.014
H -2.50 0.80 -1.23 0.009
H -2.59 2.42 -0.45 0.071
H -2.26 1.93 2.66 0.072
H -3.94 1.45 2.71 0.073
H -3.50 2.75 1.63 0.056
H 0.27 2.42 2.28 0.120
H 0.08 3.70 1.10 0.073
H 2.75 3.93 1.57 0.042
H 2.83 1.73 1.95 0.041
H 4.09 2.55 -0.51 0.098
H 2.71 3.41 -1.24 0.024
H 2.48 0.38 -0.79 0.072
H 3.93 1.81 -3.01 0.052
H 4.73 0.83 -1.74 0.081
H 3.60 0.04 -2.89 0.078
H 1.79 0.12 1.20 0.072
C 0.31 -1.29 6.34 -0.963
Cl 2.03 -1.14 6.74 0.485
Cl 0.08 -1.67 4.62 0.696
H -0.12 -2.08 6.94 0.024
H -0.18 -0.34 6.55 0.026
C -0.80 6.10 -0.65 -0.971
Cl 0.91 5.65 -0.77 0.529
Cl -1.00 7.70 0.06 0.567
H -1.22 6.11 -1.66 0.017
H -1.32 5.38 -0.04 0.018
C -1.27 -2.13 -2.48 -0.909
Cl -0.96 -0.96 -1.19 0.757
Cl -1.21 -3.80 -1.90 0.570
H -2.26 -1.94 -2.88 -0.004
H -0.53 -2.01 -3.26 0.035
C 2.58 -5.34 7.18 -1.020
Cl 1.53 -4.94 8.54 0.486
Cl 2.09 -4.50 5.71 0.499
H 3.59 -5.05 7.43 -0.011
H 2.54 -6.41 7.01 0.030
C -5.82 -2.41 3.85 -0.979
Cl -6.43 -3.97 3.29 0.525
Cl -4.21 -2.06 3.17 0.631
H -6.50 -1.63 3.53 0.027
H -5.74 -2.43 4.93 0.028
C -4.43 -4.28 -3.68 -1.027
Cl -5.42 -5.53 -4.45 0.560
Cl -4.58 -2.72 -4.49 0.511
H -4.76 -4.16 -2.65 0.028
H -3.40 -4.60 -3.70 -0.005
C 3.63 4.02 -5.30 -1.011
Cl 2.56 4.42 -3.94 0.471
Cl 3.14 4.86 -6.77 0.539
H 4.64 4.32 -5.05 0.029
H 3.58 2.95 -5.48 0.024
C 1.03 8.71 -2.89 -1.033
Cl 0.77 7.38 -4.04 0.478
Cl 2.71 9.27 -2.92 0.522
H 0.38 9.53 -3.15 0.011
H 0.80 8.36 -1.89 -0.050
C 6.09 -3.27 1.13 -1.054
Cl 4.97 -2.90 2.45 0.563
Cl 5.59 -2.51 -0.38 0.475
H 7.08 -2.91 1.40 0.025
H 6.11 -4.35 0.99 -0.031
C -4.93 -8.50 -6.34 -1.050
Cl -3.19 -8.43 -6.06 0.491
Cl -5.30 -8.87 -8.03 0.508
H -5.35 -9.28 -5.71 0.028
H -5.37 -7.54 -6.09 -0.051
C 9.08 -4.17 -1.85 -1.008
Cl 10.60 -3.63 -1.14 0.515
Cl 8.09 -5.06 -0.69 0.544
H 8.52 -3.30 -2.18 0.018
H 9.30 -4.81 -2.69 0.028
C -3.06 8.57 -5.01 -1.013
Cl -2.80 9.70 -3.67 0.510
Cl -2.96 6.89 -4.46 0.480
H -4.04 8.74 -5.43 0.027
H -2.29 8.73 -5.76 0.026
C 2.17 -4.36 -1.15 -1.058
Cl 2.21 -5.22 -2.69 0.522
Cl 3.33 -5.01 0.01 0.538
H 2.41 -3.31 -1.33 0.015
H 1.18 -4.44 -0.73 -0.024
C 4.50 -2.99 10.44 -0.998
Cl 4.94 -2.08 8.99 0.494
Cl 4.34 -4.71 10.10 0.515
H 5.28 -2.85 11.19 0.026
H 3.55 -2.62 10.82 0.028
C -6.57 3.07 -0.37 -1.030
Cl -6.29 4.22 0.95 0.525
Cl -6.42 1.39 0.19 0.549
H -7.57 3.22 -0.76 0.032
H -5.84 3.25 -1.15 -0.088
C -5.61 2.31 -4.00 -0.988
Cl -4.41 1.44 -4.96 0.520
Cl -4.94 3.75 -3.21 0.545
H -6.40 2.63 -4.66 0.031
H -6.00 1.64 -3.24 0.022
```

Record 3
Formula: C30H55ClN10
Source: the OMol25 dataset
Level of theory: ωB97M-V with the def2-TZVPD basis set

Values from the calculation:
- ΔE to the lowest compared entry with this formula, charge and spin: 79.6 kcal/mol
- Total charge: +4

Geometry as XYZ:
```
96
Properties=species:S:1:pos:R:3:lowdin_charge:R:1
C -2.08 -4.18 -6.43 -0.050
C -2.70 -3.65 -5.12 -0.147
N -1.95 -2.58 -4.48 -0.051
C -2.26 -2.09 -3.23 -0.009
C -1.35 -1.11 -2.98 -0.028
N -0.51 -0.96 -4.09 -0.058
C -0.99 -1.78 -5.08 0.037
C 0.58 0.02 -4.35 0.029
H -2.49 -5.09 -6.86 0.099
H -1.01 -4.40 -6.34 0.065
H -2.18 -3.49 -7.27 0.086
H -2.83 -4.47 -4.42 0.135
H -3.71 -3.24 -5.23 0.140
H -3.09 -2.33 -2.59 0.149
H -1.18 -0.50 -2.10 0.084
H -0.67 -1.94 -6.09 0.165
H 0.49 0.91 -3.72 0.093
H 0.57 0.33 -5.39 0.108
H 1.57 -0.42 -4.31 0.081
C 3.40 -3.93 -5.37 -0.028
C 2.09 -4.17 -4.49 -0.139
N 2.00 -3.32 -3.32 -0.058
C 1.02 -3.38 -2.41 -0.053
C 1.37 -2.72 -1.27 -0.054
N 2.63 -2.29 -1.46 -0.073
C 3.05 -2.55 -2.76 0.063
C 3.50 -1.70 -0.40 0.021
H 3.28 -4.39 -6.35 0.089
H 4.31 -4.38 -4.97 0.089
H 3.49 -2.85 -5.51 0.069
H 2.04 -5.22 -4.19 0.139
H 1.14 -4.01 -5.02 0.100
H 0.10 -3.84 -2.74 0.138
H 0.86 -2.56 -0.33 0.043
H 4.07 -2.45 -3.11 0.158
H 4.35 -2.37 -0.21 0.108
H 3.01 -1.51 0.55 0.082
H 3.92 -0.76 -0.76 0.085
C -1.48 1.98 3.53 -0.078
C -1.45 1.45 4.93 -0.174
N -0.16 0.92 5.23 -0.069
C 0.48 -0.10 4.54 -0.008
C 1.64 -0.41 5.25 0.010
N 1.78 0.49 6.33 -0.078
C 0.71 1.38 6.19 0.062
C 2.86 0.61 7.26 0.012
H -1.42 1.23 2.74 0.015
H -0.71 2.73 3.35 0.088
H -2.44 2.42 3.27 0.083
H -2.15 0.62 5.02 0.140
H -1.70 2.20 5.68 0.141
H 0.07 -0.57 3.66 0.089
H 2.43 -1.13 5.06 0.137
H 0.31 2.19 6.77 0.168
H 3.35 1.58 7.16 0.104
H 3.58 -0.19 7.07 0.113
H 2.48 0.54 8.28 0.119
C 4.29 3.28 4.14 -0.018
C 3.65 2.01 3.46 -0.171
N 3.59 2.14 2.04 -0.069
C 4.65 2.49 1.26 -0.005
C 4.30 2.52 -0.11 0.054
N 2.87 2.42 -0.11 -0.085
C 2.48 2.16 1.20 0.035
C 2.04 2.29 -1.27 -0.035
H 4.25 4.13 3.46 0.093
H 5.14 3.10 4.79 0.092
H 3.59 3.51 4.95 0.065
H 2.65 1.73 3.78 0.094
H 4.16 1.07 3.70 0.130
H 5.61 2.72 1.70 0.147
H 4.92 2.64 -0.99 0.136
H 1.48 1.87 1.51 0.096
H 1.08 2.81 -1.33 0.114
H 2.04 1.24 -1.56 0.072
H 2.68 2.67 -2.06 0.102
C -6.59 4.07 -0.48 -0.050
C -6.48 3.21 0.80 -0.170
N -5.46 2.26 0.69 -0.065
C -4.19 2.39 0.13 0.013
C -3.41 1.26 0.38 0.001
N -4.20 0.48 1.23 -0.106
C -5.47 1.07 1.31 0.046
C -3.87 -0.76 1.84 -0.010
H -7.53 4.62 -0.47 0.092
H -6.82 3.42 -1.33 0.089
H -5.81 4.80 -0.68 0.083
H -7.42 2.73 1.04 0.145
H -6.18 3.84 1.64 0.143
H -3.95 3.29 -0.42 0.132
H -2.41 0.95 0.12 0.048
H -6.20 0.66 2.00 0.172
H -4.78 -1.20 2.25 0.110
H -3.11 -0.61 2.61 0.088
H -3.56 -1.41 1.03 0.103
Cl -0.06 -0.41 0.66 -0.293
```

Record 4
Formula: C30H55FI2N2O6
Source: the OMol25 dataset
Level of theory: ωB97M-V with the def2-TZVPD basis set

Values from the calculation:
- ⟨S²⟩: 2.01
- Spin multiplicity: 3
- DFT total energy: -2432.11526 a.u.

Geometry as XYZ:
```
96
Properties=species:S:1:pos:R:3:mulliken_spin:R:1
C 0.67 -2.79 3.32 0.001
C 0.74 -1.28 3.23 0.001
O -0.60 -0.80 3.29 0.000
C -0.80 0.58 3.27 0.000
C -1.05 0.96 4.73 0.000
C -2.10 0.08 5.39 0.000
F -2.92 0.84 6.22 0.000
O 0.39 1.27 2.89 0.000
C 0.22 2.48 2.23 0.000
O -0.21 3.46 2.82 0.000
C 0.68 2.52 0.80 -0.003
C 1.76 3.59 0.60 -0.002
C 2.58 3.25 -0.63 0.000
O 3.88 3.82 -0.53 0.000
C -1.97 0.92 2.34 0.001
I -3.46 2.27 3.03 0.000
C -2.15 0.47 1.10 -0.003
C -3.29 0.84 0.20 0.011
I -0.85 -0.91 0.16 0.001
H 0.03 -3.11 4.12 0.000
H 1.68 -3.16 3.44 0.005
H 0.34 -3.17 2.36 -0.003
H 1.34 -0.91 4.05 0.000
H 1.21 -1.03 2.29 0.000
H -0.10 0.76 5.21 0.000
H -1.23 2.02 4.86 0.000
H -2.75 -0.34 4.64 0.000
H -1.66 -0.69 6.00 0.000
H -0.17 2.70 0.16 0.006
H 1.13 1.56 0.57 0.001
H 1.29 4.53 0.41 0.000
H 2.43 3.65 1.45 0.000
H 2.68 2.18 -0.76 0.000
H 2.07 3.62 -1.53 0.000
H 4.49 3.22 -0.95 0.000
H -4.20 0.43 0.62 0.000
H -3.16 0.37 -0.76 0.003
H -3.36 1.91 0.06 -0.012
C 2.69 -5.35 -1.55 0.019
C 3.07 -5.06 -0.07 0.021
C 4.56 -5.30 0.19 0.023
C 4.97 -6.76 0.38 -0.018
C 4.06 -7.43 1.41 0.021
C 2.58 -7.30 1.06 0.017
N 2.22 -5.87 0.85 0.378
O 2.10 -5.27 1.99 0.559
C 2.29 -8.16 -0.19 0.017
C 1.72 -7.89 2.17 -0.003
C 2.81 -3.57 0.12 -0.033
H 2.18 -6.30 -1.69 -0.014
H 1.98 -4.60 -1.92 0.000
H 3.56 -5.33 -2.20 0.000
H 4.85 -4.75 1.09 0.004
H 5.14 -4.86 -0.63 0.001
H 4.94 -7.29 -0.58 -0.001
H 6.00 -6.81 0.72 0.001
H 4.32 -8.49 1.50 0.000
H 4.25 -6.98 2.39 0.004
H 1.26 -8.04 -0.52 -0.008
H 2.44 -9.21 0.05 0.000
H 2.95 -7.95 -1.03 0.000
H 1.93 -7.43 3.13 0.000
H 1.92 -8.96 2.25 0.001
H 0.66 -7.76 1.94 -0.001
H 1.75 -3.33 0.05 0.004
H 3.33 -3.01 -0.66 0.000
H 3.17 -3.20 1.08 0.007
C -3.83 6.81 -2.29 0.015
C -2.78 5.69 -2.04 0.022
C -1.44 6.00 -2.72 0.026
C -1.38 5.70 -4.21 -0.019
C -1.88 4.29 -4.49 0.022
C -3.28 4.04 -3.93 0.030
N -3.32 4.37 -2.47 0.389
O -2.79 3.41 -1.79 0.530
C -4.29 4.88 -4.74 0.011
C -3.69 2.59 -4.14 -0.010
C -2.54 5.69 -0.53 -0.032
H -4.57 6.56 -3.04 -0.011
H -4.40 7.01 -1.38 -0.001
H -3.35 7.74 -2.59 0.000
H -0.66 5.41 -2.23 0.002
H -1.19 7.05 -2.53 0.004
H -1.96 6.44 -4.78 -0.001
H -0.35 5.80 -4.56 0.001
H -1.89 4.10 -5.57 0.001
H -1.18 3.57 -4.06 0.005
H -5.30 4.79 -4.33 -0.007
H -4.32 4.51 -5.77 0.000
H -4.04 5.93 -4.81 0.000
H -2.98 1.89 -3.71 0.002
H -3.75 2.38 -5.21 0.000
H -4.67 2.40 -3.70 0.001
H -3.44 5.38 0.01 -0.001
H -2.29 6.70 -0.21 0.000
H -1.72 5.04 -0.25 0.017
```